A molecular structure, C17H11ClINO3Sc in a non-equilibrium geometry. Source: the Open Molecules 2025 dataset; level of theory: the ωB97M-V functional and the def2-TZVPD basis.

Structure (XYZ):
```
35
Properties=species:S:1:pos:R:3:mulliken_charge:R:1
Sc -6.19108 8.86792 1.83090 1.2800
C -9.85405 9.28874 2.26286 -1.5914
C -8.69609 8.38207 2.10707 1.9378
O -7.87570 8.53531 0.97691 -0.9023
C -7.60281 7.10383 3.43131 0.8060
C -9.37715 6.95285 5.24079 -0.7539
C -8.33601 6.79169 6.38238 -0.3902
C -6.92209 6.41085 6.12444 -0.4248
C -5.99025 6.32979 5.09830 -1.0017
C -6.20772 6.76820 3.77224 0.7055
O -5.37702 7.09865 2.88889 -0.7893
H -9.48111 10.21858 2.77341 0.3037
H -10.63611 8.84217 2.79698 0.3376
H -10.26554 9.53692 1.30420 0.5116
H -10.38396 6.59577 5.48679 0.4711
H -8.68814 6.42999 7.29907 0.6173
H -6.56071 6.07362 7.07810 0.4596
H -4.96619 6.13286 5.45622 0.3784
Cl -8.59829 10.52961 8.00562 -0.2123
C -7.89200 10.43578 6.38602 -0.0317
C -7.12593 11.55017 6.00244 -0.3442
C -6.40602 11.57339 4.81206 -0.6875
I -5.01728 13.11813 4.46063 0.1410
C -6.61241 10.54242 3.91208 2.1282
O -5.95691 10.56050 2.71408 -0.8605
C -7.48225 9.48669 4.28732 -1.2137
N -7.66885 8.56161 3.26657 -0.0002
C -8.70385 6.90741 2.43476 -0.7562
C -8.80585 6.52611 3.92719 -0.8996
C -8.91290 8.17529 5.97153 -0.5166
C -8.10194 9.36964 5.50082 0.2752
H -7.01168 12.36138 6.69966 0.4432
H -8.85533 6.10669 1.68175 0.4408
H -8.78845 5.45228 3.90285 0.4568
H -9.63056 8.43017 6.75425 0.6820
```

As for the HOMO-LUMO gap: 6.773 eV. As for the LUMO energy: -0.173 hartree. The charge is +1. The calculation puts the relative energy (zero: lowest compared OMol25 entry of this formula, charge and spin) at 5.564 eV. The molar mass comes out at 484.6 u. As for the energy: -2453.2651 Ha. Its max |F| is 2.7 eV/A.

---

2 unconnected molecules or ions with the total composition C4H12N2O2. Source: the Open Molecules 2025 dataset; level of theory: the ωB97M-V functional and the def2-TZVPD basis.

Structure (XYZ):
```
20
Properties=species:S:1:pos:R:3:mulliken_charge:R:1
C -1.39114 0.10965 0.07690 -1.3460
C -0.01581 -0.53364 -0.04920 0.6303
C 0.85638 -0.24923 1.18636 -1.5375
N 0.62306 -0.10290 -1.28815 -0.2415
C 0.86515 1.22319 -1.54775 0.5245
N 1.33295 1.45538 -2.83418 -0.4260
O 0.67932 2.13758 -0.77510 -0.6070
H -1.88970 -0.00724 1.03765 0.1757
H -1.30195 1.17319 -0.04811 0.3689
H -2.14564 -0.25559 -0.62747 0.3440
H -0.18981 -1.59326 -0.21086 0.3950
H 1.82755 0.10049 0.83853 0.4244
H 1.06263 -1.10808 1.78319 0.3443
H 0.40827 0.48758 1.82582 0.3237
H 1.04582 -0.74928 -1.92576 0.2300
H 1.77223 0.74265 -3.38550 0.1587
H 1.47605 2.41079 -3.10558 0.2333
O -1.28861 -1.79575 3.09916 -0.6149
H -1.71641 -1.02861 2.71104 0.3131
H -2.01035 -2.41692 3.23902 0.3069
```

As for the HOMO-LUMO gap: 10.213 eV. As for the LUMO energy: 0.028 hartree. The charge is 0. The calculation puts the relative energy (zero: lowest compared OMol25 entry of this formula, charge and spin) at 0.716 eV. The molar mass comes out at 120.2 u. As for the SMILES: CC(C)NC(N)=O.O. As for the energy: -419.6222 Ha. Its max |F| is 1.0 eV/A.

---

C16H18N2O4 in the gas phase in a non-equilibrium geometry. Source: the Open Molecules 2025 dataset; level of theory: the ωB97M-V functional and the def2-TZVPD basis.

Structure (XYZ):
```
40
Properties=species:S:1:pos:R:3:mulliken_charge:R:1
C -4.62995 -0.18668 -3.04734 -1.1967
C -3.20776 0.30833 -2.61231 -0.6745
C -3.15326 0.73659 -1.12144 0.1918
C -3.97862 1.94268 -0.79954 -1.4136
C -1.72262 0.93318 -0.67853 -0.1368
N -1.17014 0.19995 0.32370 -0.3894
C 0.07197 0.24372 0.70767 0.5405
O 0.42797 -0.58917 1.68475 -0.3145
C -0.51101 -1.14390 2.61548 -0.7552
C 1.00349 1.12383 0.11995 0.1622
C 2.52311 1.10840 0.26891 -0.0386
O 3.10082 2.12519 -0.20053 -0.6347
C 3.25926 -0.15905 0.75580 0.8637
C 3.10220 -1.38919 0.15362 -0.4457
C 3.73998 -2.48375 0.71608 -0.5326
C 4.67945 -2.31251 1.77327 0.5844
O 5.44028 -3.37845 2.14264 -0.5375
C 4.77724 -1.07333 2.31979 -0.5386
C 4.11546 0.07232 1.83605 -0.7478
N 0.38979 1.99615 -0.87867 -0.0749
C -0.92602 1.91196 -1.30782 0.5463
O -1.38349 2.84605 -1.98275 -0.7145
H -5.43858 0.56959 -2.96130 0.3108
H -4.94660 -1.17827 -2.55954 0.2689
H -4.42066 -0.39939 -4.06732 0.4124
H -2.55017 -0.47993 -2.87419 0.5050
H -2.90643 1.23247 -3.14904 0.3080
H -3.58066 -0.05117 -0.56605 0.3849
H -4.12577 2.12840 0.23018 0.4098
H -4.97612 1.88998 -1.33917 0.2956
H -3.37159 2.80895 -1.09227 0.3388
H 0.03619 -1.89607 3.18089 0.2230
H -1.36806 -1.45704 2.08044 0.3461
H -0.70514 -0.25298 3.33117 0.2769
H 2.37851 -1.58760 -0.58839 0.5021
H 3.70827 -3.55140 0.39956 0.3305
H 5.64379 -3.25309 3.09987 0.3236
H 5.52495 -0.98690 3.05044 0.3517
H 4.12147 0.99435 2.44226 0.3693
H 1.02846 2.63777 -1.40630 0.2993
```

As for the HOMO-LUMO gap: 7.190 eV. As for the LUMO energy: -0.037 hartree. The charge is 0. The calculation puts the relative energy (zero: lowest compared OMol25 entry of this formula, charge and spin) at 3.730 eV. The molar mass comes out at 302.3 u. As for the SMILES: CC[C@H](C)c1nc(OC)c(C(=O)c2ccc(O)cc2)[nH]c1=O. As for the energy: -1030.8945 Ha. Its max |F| is 5.0 eV/A.

---

C4H8F2O2 in the gas phase in a non-equilibrium geometry. Source: the Open Molecules 2025 dataset; level of theory: the ωB97M-V functional and the def2-TZVPD basis.

Structure (XYZ):
```
16
Properties=species:S:1:pos:R:3:mulliken_charge:R:1
O -0.76343 1.95219 0.19291 -0.5418
C -0.80669 0.44508 0.40914 -0.0293
C -1.25939 -0.19134 -0.85814 -0.3436
F -1.50564 -1.54812 -0.66849 -0.3072
C 0.60133 -0.04773 0.91206 -0.1569
O 0.44327 -1.31278 1.49238 -0.5574
C 1.62134 -0.16855 -0.20653 -0.4931
F 1.61304 0.96080 -1.01337 -0.3202
H 0.09473 2.01668 -0.25778 0.3806
H -1.53079 0.26326 1.25434 0.3533
H -2.24696 0.25139 -1.25144 0.2626
H -0.48552 -0.10342 -1.64948 0.2572
H 1.00030 0.61064 1.66200 0.4407
H -0.16354 -1.78456 0.90928 0.3918
H 2.62942 -0.28821 0.23413 0.3176
H 1.35754 -1.01994 -0.78580 0.3458
```

As for the HOMO-LUMO gap: 11.505 eV. As for the LUMO energy: 0.033 hartree. The charge is 0. The calculation puts the relative energy (zero: lowest compared OMol25 entry of this formula, charge and spin) at 0.202 eV. The molar mass comes out at 126.1 u. As for the SMILES: O[C@@H](CF)[C@@H](O)CF. As for the energy: -507.3906 Ha. Its max |F| is 3.1 eV/A.